# 1
Molecular formula: C2H2NOP
Method: DFT, the ωB97M-V functional and the def2-TZVPD basis

Cartesian coordinates (Å):
C  -0.3407  -0.3455  -0.0232
C  -1.7586  -0.0068  -0.0217
N  0.7228  0.3581  0.0225
O  -2.4269  1.1799  -0.0140
P  -3.3656  -0.3797  0.0133
H  -0.1850  -1.4227  -0.0733
H  0.5715  1.3645  0.0759

max |F|: 0.80 eV/Å
E_LUMO (alpha / beta): -1.1 / -1.2 eV
SMILES string: [H]/N=C\C1=PO1
relative energy (zero: lowest compared OMol25 entry of this formula, charge and spin): 2.328 eV

# 2
Molecular formula: CH22O10
Method: DFT, the ωB97M-V functional and the def2-TZVPD basis

Cartesian coordinates (Å):
O  -18.7974  9.8325  26.4284
H  -19.7435  9.5866  26.5552
H  -18.2269  9.0529  26.0968
H  -18.4424  10.2247  27.2634
C  -17.1828  7.1047  26.7581
O  -17.2906  7.8183  25.5773
H  -17.8484  6.2231  26.7692
H  -16.2095  6.6175  26.9413
H  -17.3490  7.6991  27.6743
O  -19.8628  7.5502  29.5538
H  -20.0529  8.1037  28.7791
H  -19.4898  8.1545  30.2019
O  -20.5173  10.1618  23.8562
H  -19.7104  10.4949  23.4431
H  -21.0556  9.8443  23.1240
O  -18.3917  10.6797  28.9044
H  -17.6097  10.3240  29.3454
H  -18.6451  11.4471  29.4289
O  -21.5336  11.7974  26.1596
H  -22.4111  12.1787  26.0619
H  -21.3939  11.2867  25.3467
O  -17.9037  12.2486  25.0569
H  -16.9522  12.1132  25.0217
H  -18.0933  12.8260  24.3105
O  -20.9851  8.4849  27.0855
H  -21.8314  8.7163  27.4841
H  -21.1167  7.6025  26.6867
O  -20.4238  6.3703  25.5366
H  -20.3571  5.5895  24.9807
H  -19.5021  6.6113  25.7315
O  -16.3925  9.5919  23.5186
H  -15.8902  10.3040  23.9193
H  -16.6063  8.9910  24.2633

max |F|: 2.40 eV/Å
E_LUMO: -0.1 eV
relative energy (zero: lowest compared OMol25 entry of this formula, charge and spin): 1.325 eV

# 3
Molecular formula: C21H21AlN5O2S
Method: DFT, the ωB97M-V functional and the def2-TZVPD basis

Cartesian coordinates (Å):
Al  -0.5076  -0.1358  -0.4319
C  -0.9055  -4.2312  -0.3153
C  -0.9485  -2.8391  0.2296
O  -0.7193  -1.9068  -0.6679
C  -1.2379  -2.5914  1.5401
C  -1.4274  -1.2869  2.0887
C  -1.9465  -1.1327  3.4803
N  -1.1735  -0.2330  1.3596
N  -1.4497  1.0197  1.9166
C  -1.3040  1.9203  0.9936
O  -0.9220  1.6058  -0.2326
C  -1.5445  3.3440  1.2958
C  -1.9439  3.7373  2.5725
C  -2.1627  5.0758  2.8443
C  -1.9870  6.0278  1.8468
C  -1.5921  5.6385  0.5755
C  -1.3701  4.2980  0.2980
H  -1.7251  -4.3618  -1.0249
H  0.0278  -4.3865  -0.8594
H  -0.9975  -4.9780  0.4690
H  -1.4240  -3.4347  2.1874
H  -2.0987  -2.1015  3.9474
H  -1.2516  -0.5385  4.0742
H  -2.8843  -0.5775  3.4638
H  -2.0830  2.9867  3.3383
H  -2.4745  5.3803  3.8345
H  -2.1616  7.0738  2.0622
H  -1.4589  6.3790  -0.2019
H  -1.0649  3.9817  -0.6897
C  -0.2193  -2.2008  -4.7867
N  0.8016  -2.1134  -3.7474
C  1.8086  -3.0346  -3.5176
C  2.5027  -2.6148  -2.4471
N  1.9103  -1.4271  -2.0243
C  0.8527  -1.1366  -2.8348
S  -0.1942  0.2044  -2.7457
C  2.3872  -0.6469  -0.9411
C  3.7485  -0.5146  -0.7467
C  4.1902  0.2164  0.3438
C  3.2624  0.7972  1.1941
C  1.9220  0.6280  0.9181
N  1.4877  -0.0871  -0.1316
H  -0.0494  -3.1106  -5.3544
H  -0.1540  -1.3389  -5.4459
H  -1.2036  -2.2258  -4.3244
H  1.9345  -3.9057  -4.1349
H  3.3386  -3.0523  -1.9330
H  4.4423  -0.9536  -1.4488
H  5.2506  0.3390  0.5178
H  3.5655  1.3791  2.0517
H  1.1536  1.0655  1.5443

max |F|: 0.08 eV/Å
E_LUMO: -3.3 eV
total charge: +1

# 4
Molecular formula: C6H15ClNO2
Method: DFT, the ωB97M-V functional and the def2-TZVPD basis

Cartesian coordinates (Å):
Cl  -25.8057  6.6039  0.1176
C  -28.3178  7.9105  -2.0414
O  -27.4499  8.2275  -3.1550
C  -27.5654  9.5389  -3.7029
C  -26.5259  9.7597  -4.8601
N  -25.2026  10.0621  -4.3170
C  -24.9575  11.5005  -4.4890
C  -24.5166  11.9021  -5.9097
O  -23.9480  13.2290  -5.9813
C  -23.2439  13.5214  -7.1689
H  -28.1500  8.5875  -1.2038
H  -28.1814  6.8887  -1.6872
H  -29.3465  7.8949  -2.4013
H  -27.6611  10.3275  -2.9566
H  -28.5255  9.6249  -4.2116
H  -26.9366  10.4670  -5.5806
H  -26.4979  8.8394  -5.4435
H  -24.7188  9.4618  -4.9694
H  -24.1338  11.7261  -3.8117
H  -25.7642  12.1264  -4.1076
H  -25.3719  11.7778  -6.5738
H  -23.7951  11.2059  -6.3374
H  -22.8702  14.5374  -7.0414
H  -23.9376  13.6231  -8.0035
H  -22.4306  12.8247  -7.3719

max |F|: 2.89 eV/Å
E_LUMO: 2.6 eV
total charge: -1
relative energy (zero: lowest compared OMol25 entry of this formula, charge and spin): 1.436 eV

# 5
Molecular formula: C20H38NO2Si2
Method: DFT, the ωB97M-V functional and the def2-TZVPD basis

Cartesian coordinates (Å):
C  -1.7509  -3.3088  -3.0185
Si  -2.1615  -1.6263  -2.3117
C  -2.3130  -0.4708  -3.7613
C  -3.6254  -1.7041  -1.1610
O  -0.8120  -0.8476  -1.5491
N  -0.4130  -1.2249  -0.2810
O  -0.9725  -2.5757  -0.0822
Si  0.1937  -3.8382  0.0813
C  -0.7244  -5.4666  -0.0322
C  1.4409  -3.5929  -1.2675
C  0.8876  -3.7888  1.8178
C  -0.7850  -0.2425  0.5983
C  -1.6989  0.7665  0.1327
C  0.0387  -0.0016  1.8344
H  -2.3027  -3.3616  -3.9772
H  -0.6779  -3.4258  -3.2317
H  -2.0970  -4.1348  -2.3808
H  -3.1313  -0.8031  -4.4201
H  -2.5046  0.5677  -3.4640
H  -1.3775  -0.4764  -4.3458
H  -4.3753  -2.3229  -1.6788
H  -3.3864  -2.1934  -0.2082
H  -4.0985  -0.7331  -0.9617
H  -0.0225  -6.2806  0.2119
H  -1.5432  -5.5007  0.7048
H  -1.1455  -5.6617  -1.0245
H  2.3984  -4.0413  -0.9690
H  1.1274  -4.0687  -2.2020
H  1.6040  -2.5286  -1.4630
H  1.4826  -4.7086  1.9637
H  1.5314  -2.9202  2.0168
H  0.0672  -3.7954  2.5581
H  -1.9740  1.3892  0.9877
H  -1.2018  1.4094  -0.6067
H  -2.6127  0.3479  -0.2846
H  -0.6492  0.2644  2.6408
H  0.4501  -1.0020  2.0805
C  2.2187  0.0266  0.8130
C  1.2440  0.8955  1.6455
C  1.1018  2.4080  1.2324
C  0.7397  3.3402  2.2479
C  0.3246  2.8915  3.6307
C  0.8567  4.7117  2.0484
C  1.3068  5.2433  0.8389
C  1.3580  6.7221  0.6120
C  1.6665  4.3336  -0.1461
C  1.5474  2.9530  0.0004
C  1.9755  2.1600  -1.2004
H  2.6369  -0.7586  1.4645
H  1.6490  -0.4768  0.0158
H  3.0429  0.6125  0.4226
H  1.7509  0.9829  2.6424
H  -0.0633  3.7676  4.1705
H  -0.4668  2.1299  3.5864
H  1.1721  2.4961  4.2182
H  0.6086  5.3951  2.8600
H  1.7260  6.9621  -0.3920
H  0.3735  7.1961  0.7132
H  2.0152  7.2341  1.3235
H  2.0681  4.7200  -1.0808
H  1.9764  2.8319  -2.0636
H  3.0068  1.7940  -1.1217
H  1.2989  1.3305  -1.4277

max |F|: 3.29 eV/Å
E_LUMO: -5.3 eV
SMILES string: CC(C[C@@H](C)c1c(C)cc(C)cc1C)=[N+](O[Si](C)(C)C)O[Si](C)(C)C
total charge: +1
relative energy (zero: lowest compared OMol25 entry of this formula, charge and spin): 0.018 eV

# 6
Molecular formula: CH4OS2
Method: DFT, the ωB97M-V functional and the def2-TZVPD basis

Cartesian coordinates (Å):
S  -1.1238  0.7215  -1.0062
S  -1.3105  -0.3368  0.8528
H  -2.3079  1.2035  -1.0221
H  -2.1914  0.5740  1.3256
O  2.1647  -0.7081  0.5112
C  3.1459  -0.3590  -0.1768
H  3.0162  0.3287  -1.0438
H  4.2385  -0.4427  0.1645

max |F|: 3.11 eV/Å
spin multiplicity: 2
E_LUMO (alpha / beta): 2.8 / 2.8 eV
⟨S²⟩: 0.75
total charge: -1
relative energy (zero: lowest compared OMol25 entry of this formula, charge and spin): 1.148 eV